(1)
A cluster of 4 separate species, C28H52FN2O7P in total at a distorted geometry. Source: the OMol25 dataset; level of theory: wB97M-V/def2-TZVPD.

## Properties
- SMILES = CO[C@@H](c1ccccc1)[C@@](CCN)(O[C@H](CCF)CCCCCN)P(O)O.CC(C)=O.CC(C)=O.CC(C)=O
- HOMO-LUMO gap (eV) = 8.001

Geometry as ORCA input:
```
! wB97M-V def2-TZVPD RIJCOSX def2/J DEFGRID3
* xyz 0 1
P 1.73 -1.68 0.44
F -2.15 3.00 0.74
O -4.30 3.25 -4.74
O 0.44 0.63 -0.42
O 2.16 -3.09 -0.28
O 2.08 -1.55 7.69
O 0.62 -1.94 1.66
O -2.30 -1.02 -4.62
O -0.13 -2.68 -1.68
N 4.99 -1.55 4.80
N 3.60 -2.17 -2.62
C -1.23 2.17 1.38
C -0.61 -3.14 -2.94
C 1.04 1.26 0.71
C -3.50 3.27 -2.49
C -2.10 -1.94 0.33
C 3.14 1.21 2.95
C -3.95 5.42 -3.83
C 1.44 -2.97 5.90
C 0.18 2.51 0.91
C 0.92 -0.62 -0.89
C -3.54 -0.66 -6.62
C 2.50 1.73 0.52
C -3.64 0.24 -0.31
C 4.45 -0.84 3.62
C -1.65 -1.09 -0.67
C 3.31 -0.83 -2.07
C -0.38 -1.31 -1.47
C 1.82 -0.41 -2.13
C -4.06 -0.60 0.72
C -3.32 -0.60 -5.13
C 1.50 -1.65 6.64
C 3.53 1.13 1.49
C 0.81 -0.48 6.00
C -3.28 -1.71 1.04
C 4.25 0.67 3.86
C -4.42 0.00 -4.30
C -3.95 3.91 -3.78
C -2.45 0.01 -1.00
H 2.54 2.80 0.69
H -4.27 1.08 -0.56
H -4.62 5.82 -3.07
H -3.58 -2.39 1.82
H -0.26 -0.69 5.88
H -1.50 1.14 1.16
H 2.75 -2.71 -2.56
H 2.96 2.24 3.24
H 2.40 -3.71 0.42
H 2.26 0.60 3.18
H -2.48 3.56 -2.27
H 3.85 0.13 1.20
H -4.59 1.04 -4.60
H 1.91 -2.87 4.92
H 3.76 -0.71 -1.08
H 1.41 -0.90 -3.01
H -0.56 -0.81 -2.42
H -4.15 3.59 -1.67
H -4.97 -0.41 1.26
H -2.94 5.80 -3.66
H 1.98 -3.72 6.47
H -1.12 -4.09 -2.78
H 5.93 -1.86 4.64
H 3.84 -0.13 -2.72
H 0.38 -2.87 1.74
H -4.29 5.75 -4.81
H -4.14 -0.03 -3.25
H 0.90 0.70 1.64
H -2.17 0.71 -1.77
H 0.22 -3.36 -3.61
H 2.86 1.57 -0.49
H 5.19 1.21 3.72
H 5.15 -0.97 2.80
H -5.34 -0.57 -4.43
H 0.16 3.08 -0.01
H -1.51 -2.81 0.57
H -4.42 -1.26 -6.85
H 3.49 -1.28 3.38
H 0.40 -3.29 5.79
H 1.24 -0.27 5.02
H -3.55 2.19 -2.59
H 1.79 0.66 -2.34
H -3.68 0.35 -7.02
H 4.93 -0.99 5.64
H -1.33 2.35 2.45
H 4.43 1.75 1.39
H 3.75 -2.06 -3.62
H 0.65 3.11 1.69
H 3.92 0.77 4.90
H -1.33 -2.45 -3.36
H 0.93 0.40 6.63
H -2.67 -1.11 -7.10
*
```

=====

(2)
A cluster of 11 separate species, C52H90N4O22 in total at a distorted geometry. Source: the OMol25 dataset; level of theory: wB97M-V/def2-TZVPD.

## Properties
- HOMO-LUMO gap (alpha / beta) (eV) = 1.260 / 5.593

Geometry as ORCA input:
```
! wB97M-V def2-TZVPD RIJCOSX def2/J DEFGRID3
* xyz -1 2
O 2.79 5.09 1.88
O 3.03 -2.07 -2.43
O 7.63 -0.60 -0.42
O 1.77 -8.51 -2.98
O -0.59 -8.20 5.10
O 4.64 7.03 -2.70
O -1.07 5.48 -3.54
O 3.61 -1.97 -4.62
O -1.10 -5.38 4.45
O -1.67 1.76 -1.04
O 0.12 2.60 -0.11
O 2.67 -6.01 -1.60
O -3.80 -1.20 2.76
O 4.71 -0.09 0.32
O 5.66 6.18 -4.39
O -2.41 6.09 1.49
O -4.88 -2.93 2.07
O -7.09 -3.33 -3.26
O -5.63 -0.94 -1.71
O -1.97 3.35 -5.49
O -4.70 6.97 4.08
O 5.31 4.86 3.23
N 5.08 6.09 -3.31
N -0.67 1.68 -0.36
N 2.87 -1.75 -3.65
N -4.74 -1.96 2.84
C 5.12 5.79 2.26
C 3.97 4.50 -1.78
C -1.02 4.10 -6.19
C 5.31 3.56 -3.53
C 3.63 3.24 -1.32
C -7.49 -1.45 6.04
C -0.37 0.35 0.18
C -7.05 -2.74 5.77
C 3.18 -7.28 -1.40
C -2.30 -4.63 4.04
C 8.44 0.18 -1.30
C -1.21 -6.01 5.71
C -6.16 -2.95 4.73
C -6.89 -4.72 -3.06
C -0.69 0.33 -4.89
C 1.21 -1.47 0.67
C -6.26 -0.60 4.18
C -4.36 -0.48 -1.22
C -3.27 5.83 2.57
C 4.13 2.18 -2.06
C 0.98 -0.22 0.21
C 5.39 -1.32 0.00
C -3.60 7.20 3.17
C -1.85 3.25 -4.08
C -1.39 -0.49 0.66
C 0.17 -2.24 1.25
C -6.12 -2.26 -1.32
C -5.77 -1.84 3.95
C 3.63 6.14 2.37
C -5.02 8.22 4.74
C -7.19 -0.39 5.20
C -1.70 -7.45 5.47
C 5.48 0.93 0.95
C 1.63 -0.32 -5.18
C -0.72 -0.27 -3.65
C 2.60 -5.30 -0.45
C 0.46 0.38 -5.64
C 0.44 -1.06 -3.29
C 4.96 2.27 -3.14
C 1.47 -8.80 -4.30
C 4.84 4.69 -2.86
C 6.53 -1.08 -1.00
C -2.08 4.54 -3.26
C -1.99 4.89 0.79
C 3.13 -8.12 -2.69
C -7.44 -2.53 -2.13
C -1.14 -1.73 1.24
C -0.82 -9.54 4.72
C 1.62 -1.04 -4.04
C 1.36 5.28 2.08
C 0.14 5.35 -2.78
C 6.36 3.96 3.00
H -2.11 -7.80 6.41
H -5.98 8.02 5.22
H -4.28 0.55 -1.57
H 1.97 -9.74 -4.52
H 4.73 1.66 1.26
H -2.68 2.61 -3.77
H -0.97 2.75 -3.67
H -2.77 5.18 3.28
H 5.71 -1.72 0.96
H 0.39 -8.98 -4.36
H 8.39 -0.33 -2.26
H 0.78 4.36 2.02
H -7.41 -3.56 6.37
H -2.52 -7.47 4.75
H 2.93 3.10 -0.51
H 1.82 -5.54 0.28
H -1.07 3.91 -7.26
H -2.68 7.62 3.58
H 3.76 -9.01 -2.72
H 2.50 -0.33 -5.82
H 1.11 5.67 3.06
H -5.57 -3.84 4.61
H 3.48 6.36 3.43
H -1.98 -2.26 1.66
H -1.04 5.15 -5.90
H 4.76 -2.14 -0.35
H 6.01 3.70 -4.35
H 5.34 5.42 1.26
H -0.23 -6.09 6.17
H 3.51 5.34 -1.29
H 7.89 1.11 -1.45
H -5.30 -2.88 -1.68
H 6.71 -2.11 -1.32
H -1.57 -9.51 3.94
H -1.51 4.11 1.38
H -6.02 -4.98 -2.46
H 2.48 -4.23 -0.62
H 0.16 -9.96 4.47
H 1.77 0.43 -0.14
H -6.06 -2.46 -0.25
H 4.18 -7.24 -0.95
H -2.84 4.41 0.30
H -4.18 5.34 2.21
H -3.22 -5.21 4.17
H 3.47 -7.45 -3.47
H -2.30 -3.73 4.65
H 6.33 3.28 3.86
H 6.18 -0.57 -1.90
H -7.74 0.53 5.30
H 2.22 -1.85 0.61
H -1.62 0.73 -5.27
H 0.87 5.91 -3.36
H 9.44 0.28 -0.88
H -2.17 4.48 -2.18
H -1.82 -5.58 6.51
H -2.21 -4.34 2.99
H 1.11 5.97 1.28
H -1.60 -0.35 -3.03
H -7.74 -5.29 -2.68
H -4.34 -0.52 -0.13
H 0.43 -1.65 -2.38
H -0.05 5.74 -1.79
H -7.89 -1.62 -2.52
H 1.75 -8.03 -5.02
H 0.42 -3.23 1.60
H -3.01 4.93 -3.67
H 5.94 0.52 1.85
H -4.41 8.45 5.62
H -2.38 -0.07 0.79
H -5.23 9.07 4.09
H -1.05 -10.10 5.63
H -0.03 3.81 -5.83
H 2.47 -7.70 -0.69
H 0.38 4.29 -2.83
H -3.62 -1.17 -1.63
H 5.35 1.42 -3.68
H -1.27 5.13 0.01
H 6.21 3.41 2.08
H 3.77 1.20 -1.78
H 6.29 1.28 0.31
H 3.28 6.99 1.78
H 0.49 0.75 -6.65
H 5.85 6.58 2.40
H -3.98 7.87 2.40
H -6.60 -5.06 -4.05
H 3.54 -5.25 0.10
H 7.30 4.52 2.91
H -8.00 -1.33 6.99
H -6.07 0.29 3.60
H -8.19 -3.06 -1.54
*
```

=====

(3)
A structure of composition C16H36As3F18O4PRbS at a distorted geometry. Source: the OMol25 dataset; level of theory: wB97M-V/def2-TZVPD.

## Properties
- HOMO-LUMO gap (eV) = 4.892

Geometry as ORCA input:
```
! wB97M-V def2-TZVPD RIJCOSX def2/J DEFGRID3
* xyz -3 1
Rb 1.82 -2.54 -1.60
As 5.03 -4.85 -1.15
As -0.53 -6.26 -2.47
As 0.98 -2.78 2.44
S 2.93 0.68 -2.55
P -0.12 1.91 -0.16
F -1.62 -6.15 -3.92
F 1.01 -6.40 -3.45
F 1.26 -1.21 1.73
F 2.71 -2.81 2.95
F 0.49 -2.01 3.93
F 6.10 -5.21 0.28
F 0.76 -4.44 3.22
F -0.84 -2.73 2.04
F 1.26 -3.53 0.84
F -1.97 -6.12 -1.44
F -0.29 -4.47 -2.41
F -0.73 -8.09 -2.56
F 3.99 -4.24 -2.52
F 3.81 -4.12 -0.05
F 6.13 -5.55 -2.32
F 4.17 -6.35 -0.95
F 6.03 -3.37 -1.23
F 0.45 -6.38 -1.01
O 3.01 -0.16 -1.36
O 4.23 1.01 -3.01
O 2.25 -0.06 -3.59
O 2.14 1.90 -2.29
C -3.76 5.11 -2.44
C -1.78 -2.40 -0.77
C 1.47 2.11 0.68
C -1.56 0.06 -1.78
C -2.18 0.02 4.53
C -1.52 1.86 1.07
C 0.90 3.29 3.71
C -1.62 -1.53 -2.01
C -2.02 3.41 -1.66
C -2.31 4.69 -2.46
C 1.07 4.11 2.43
C -1.51 0.69 2.07
C -0.47 3.25 -1.31
C -0.29 0.33 -1.02
C -2.30 1.08 3.45
C 1.95 3.41 1.35
H 2.06 4.16 0.57
H -0.92 -1.96 -2.73
H -2.52 0.30 -1.32
H -0.77 -2.55 -0.40
H -1.83 1.99 3.82
H -0.10 4.12 -0.77
H -1.18 -0.16 4.90
H 1.87 3.04 4.16
H 1.52 1.27 1.37
H -2.30 -3.35 -0.90
H 0.24 3.01 -2.10
H -2.85 0.22 5.37
H -2.39 2.66 -2.37
H -1.50 2.80 1.62
H -1.77 5.55 -2.07
H 1.59 5.04 2.65
H -2.37 1.70 0.41
H 0.35 3.86 4.46
H 2.90 3.15 1.81
H 0.58 0.18 -1.66
H -0.07 -0.33 -0.18
H 2.26 1.91 -0.04
H 0.28 2.41 3.54
H -2.01 4.71 -3.50
H -1.71 -0.29 1.63
H -2.56 -0.93 4.14
H -2.42 -1.84 -0.09
H -3.96 6.01 -3.01
H -4.05 5.39 -1.43
H -0.50 0.45 2.40
H -3.36 1.22 3.20
H -2.64 3.51 -0.78
H -1.54 0.66 -2.68
H 0.08 4.31 2.01
H -4.40 4.28 -2.73
H -2.57 -1.64 -2.53
*
```

=====

Copy entry 1 word for word.
A cluster of 4 separate species, C28H52FN2O7P in total at a distorted geometry. Source: the OMol25 dataset; level of theory: wB97M-V/def2-TZVPD.

## Properties
- SMILES = CO[C@@H](c1ccccc1)[C@@](CCN)(O[C@H](CCF)CCCCCN)P(O)O.CC(C)=O.CC(C)=O.CC(C)=O
- HOMO-LUMO gap (eV) = 8.001

Geometry as ORCA input:
```
! wB97M-V def2-TZVPD RIJCOSX def2/J DEFGRID3
* xyz 0 1
P 1.73 -1.68 0.44
F -2.15 3.00 0.74
O -4.30 3.25 -4.74
O 0.44 0.63 -0.42
O 2.16 -3.09 -0.28
O 2.08 -1.55 7.69
O 0.62 -1.94 1.66
O -2.30 -1.02 -4.62
O -0.13 -2.68 -1.68
N 4.99 -1.55 4.80
N 3.60 -2.17 -2.62
C -1.23 2.17 1.38
C -0.61 -3.14 -2.94
C 1.04 1.26 0.71
C -3.50 3.27 -2.49
C -2.10 -1.94 0.33
C 3.14 1.21 2.95
C -3.95 5.42 -3.83
C 1.44 -2.97 5.90
C 0.18 2.51 0.91
C 0.92 -0.62 -0.89
C -3.54 -0.66 -6.62
C 2.50 1.73 0.52
C -3.64 0.24 -0.31
C 4.45 -0.84 3.62
C -1.65 -1.09 -0.67
C 3.31 -0.83 -2.07
C -0.38 -1.31 -1.47
C 1.82 -0.41 -2.13
C -4.06 -0.60 0.72
C -3.32 -0.60 -5.13
C 1.50 -1.65 6.64
C 3.53 1.13 1.49
C 0.81 -0.48 6.00
C -3.28 -1.71 1.04
C 4.25 0.67 3.86
C -4.42 0.00 -4.30
C -3.95 3.91 -3.78
C -2.45 0.01 -1.00
H 2.54 2.80 0.69
H -4.27 1.08 -0.56
H -4.62 5.82 -3.07
H -3.58 -2.39 1.82
H -0.26 -0.69 5.88
H -1.50 1.14 1.16
H 2.75 -2.71 -2.56
H 2.96 2.24 3.24
H 2.40 -3.71 0.42
H 2.26 0.60 3.18
H -2.48 3.56 -2.27
H 3.85 0.13 1.20
H -4.59 1.04 -4.60
H 1.91 -2.87 4.92
H 3.76 -0.71 -1.08
H 1.41 -0.90 -3.01
H -0.56 -0.81 -2.42
H -4.15 3.59 -1.67
H -4.97 -0.41 1.26
H -2.94 5.80 -3.66
H 1.98 -3.72 6.47
H -1.12 -4.09 -2.78
H 5.93 -1.86 4.64
H 3.84 -0.13 -2.72
H 0.38 -2.87 1.74
H -4.29 5.75 -4.81
H -4.14 -0.03 -3.25
H 0.90 0.70 1.64
H -2.17 0.71 -1.77
H 0.22 -3.36 -3.61
H 2.86 1.57 -0.49
H 5.19 1.21 3.72
H 5.15 -0.97 2.80
H -5.34 -0.57 -4.43
H 0.16 3.08 -0.01
H -1.51 -2.81 0.57
H -4.42 -1.26 -6.85
H 3.49 -1.28 3.38
H 0.40 -3.29 5.79
H 1.24 -0.27 5.02
H -3.55 2.19 -2.59
H 1.79 0.66 -2.34
H -3.68 0.35 -7.02
H 4.93 -0.99 5.64
H -1.33 2.35 2.45
H 4.43 1.75 1.39
H 3.75 -2.06 -3.62
H 0.65 3.11 1.69
H 3.92 0.77 4.90
H -1.33 -2.45 -3.36
H 0.93 0.40 6.63
H -2.67 -1.11 -7.10
*
```